This record from the OMol25 dataset describes a structure of composition C86H138As6F36N12O6. The level of theory is the ωB97M-V functional and the def2-TZVPD basis.

## Properties
LUMO (spin up / spin down): -11.274 / -14.555 eV
⟨S²⟩: 0.758
HOMO level (spin up / spin down): -15.8 / -15.8 eV
E_tot: -584412.4689 eV
2S+1: 2
Net charge: +5
F_max: 4.7 eV/A

Last column: Mulliken spin population.
Geometry (Å):
C1 2.54 5.38 1.05  0.000
C2 4.13 -1.32 5.17  0.000
C3 0.25 -5.59 4.81  -0.001
H1 2.52 -5.90 0.81  0.007
H2 -5.74 2.72 0.81  0.000
H3 -1.06 -8.43 3.88  0.000
H4 -5.92 -0.04 -9.85  0.000
C4 1.82 3.28 4.65  0.000
H5 -6.15 -0.23 -8.21  0.000
H6 9.50 1.07 -5.34  0.000
C5 4.69 -2.32 1.59  0.000
H7 5.34 -0.63 -6.10  0.000
C6 -3.99 -0.64 -8.75  0.000
N1 -1.97 -6.75 4.80  -0.001
H8 1.00 -7.58 4.55  0.000
H9 2.51 5.14 5.60  0.000
H10 -2.94 -7.58 8.95  0.000
H11 6.33 -1.99 -5.66  0.000
H12 2.67 -0.49 -2.24  0.000
N2 -5.14 3.73 -0.94  0.001
H13 -2.94 7.94 0.89  0.000
C7 -5.53 -0.62 -9.01  0.000
H14 -1.77 -5.94 -0.52  0.004
C8 0.34 1.88 6.19  0.001
H15 -4.58 10.83 4.09  0.000
C9 -0.74 -5.31 0.47  -0.057
H16 -2.98 -1.35 1.51  0.000
C10 0.99 0.02 9.35  0.000
C11 1.02 -0.60 0.02  0.003
H17 -5.05 5.56 5.49  0.000
C12 -0.23 -1.74 5.15  0.001
H18 3.15 1.20 8.68  0.000
H19 -3.84 0.38 -8.39  0.000
H20 -3.50 -2.85 6.09  0.000
C13 -2.14 -1.99 1.24  0.005
F1 6.14 5.37 -8.93  0.000
H21 -2.40 -1.88 -7.81  0.000
C14 -1.03 -7.35 3.76  0.002
C15 8.73 -1.30 -6.11  0.000
As1 4.17 7.08 -2.39  0.000
H22 2.21 -5.33 -4.12  0.000
As2 4.98 1.87 0.88  0.000
H23 -6.30 1.20 5.51  0.000
C16 2.82 -5.88 -1.22  -0.006
H24 -2.42 -2.65 0.42  0.000
H25 -4.51 4.65 -2.67  0.000
C17 -5.34 10.97 3.33  0.000
H26 4.15 -3.68 -3.24  0.000
C18 -3.77 -7.29 6.69  0.000
N3 -5.23 9.67 2.60  0.000
H27 2.26 -2.95 4.43  0.001
H28 2.19 -6.75 -1.33  0.002
H29 -6.35 11.07 3.73  0.000
H30 -3.32 -8.27 4.79  0.000
C19 -5.39 3.66 6.51  0.000
H31 -5.39 -0.71 7.06  0.000
C20 8.76 1.72 -5.80  0.000
H32 2.25 6.42 1.23  0.000
F2 -3.40 2.67 -4.69  0.000
O1 -1.99 -5.13 -0.04  0.052
F3 4.41 5.41 -1.71  0.000
F4 0.12 3.19 -5.10  0.000
H33 -5.17 -4.10 -5.86  0.000
C21 -5.04 7.30 1.21  0.001
C22 1.49 1.21 -1.71  0.001
H34 -1.92 -8.38 5.98  0.000
H35 4.84 -1.86 -7.76  0.000
H36 -3.82 -8.98 9.76  0.000
H37 6.95 2.61 -3.81  0.000
F5 3.72 -3.04 -6.01  0.000
H38 6.35 -2.69 -7.99  0.000
H39 4.46 -2.44 -1.15  0.000
N4 -1.18 -1.17 0.58  0.000
H40 -1.77 -2.48 2.14  -0.001
H41 5.73 -1.05 3.02  0.000
H42 -1.61 -0.72 -4.61  0.000
C23 -4.68 6.02 -0.92  0.000
H43 -0.57 -6.65 6.47  0.000
H44 -3.53 -0.71 6.94  0.000
C24 -2.76 -7.80 5.60  0.000
N5 3.25 -5.28 -2.37  0.000
F6 6.07 2.43 -0.45  0.000
C25 1.80 3.47 2.23  -0.002
N6 3.03 2.65 -3.48  0.000
H45 -4.27 2.04 -1.46  0.000
C26 -5.50 4.87 1.04  -0.003
H46 -1.95 -3.68 -4.39  0.000
F7 1.93 -2.16 -7.49  0.000
F8 3.96 4.60 -7.88  0.000
C27 3.71 -3.30 1.34  0.003
C28 6.36 -0.73 -8.86  0.000
C29 -2.05 -2.76 -4.97  0.000
H47 -5.08 2.07 4.52  0.000
O2 -1.24 -2.44 5.27  0.000
F9 -7.47 0.21 -0.03  0.000
C30 -1.63 -0.21 -0.28  -0.003
O3 0.14 -1.23 4.08  0.000
C31 -4.84 4.50 5.31  0.000
H48 8.41 -2.34 -6.16  0.000
H49 -2.26 -5.14 3.36  -0.004
C32 -3.48 -1.77 -7.83  0.000
C33 2.56 2.41 6.93  0.000
C34 0.40 -6.87 3.99  0.004
C35 -3.10 0.22 4.66  -0.001
H50 -5.17 -0.51 3.15  0.000
C36 -4.08 -4.11 -5.85  0.000
C37 2.40 5.35 3.47  0.000
H51 6.67 -1.17 -9.81  0.000
H52 -3.58 -0.34 -3.22  0.000
H53 -5.89 -2.95 4.45  0.000
H54 -5.89 1.81 -1.20  0.000
C38 -1.87 -1.58 -3.99  0.000
C39 -5.04 -2.27 4.51  0.000
H55 1.98 -4.13 2.37  -0.012
C40 -4.47 -2.36 5.98  0.000
C41 -4.74 2.22 6.62  0.000
F10 2.47 6.57 -2.90  0.000
H56 -3.62 -6.04 3.42  0.000
C42 2.37 1.53 8.01  0.000
H57 8.42 2.17 -3.04  0.000
N7 1.14 0.99 8.21  0.000
H58 -7.02 6.91 1.98  0.000
As3 -1.61 2.97 -4.89  0.000
C43 0.10 1.16 7.34  0.000
C44 -6.16 7.56 2.01  -0.001
C45 8.79 2.95 -4.98  0.000
C46 -4.05 9.37 2.07  0.001
C47 7.64 -0.21 -8.14  0.000
F11 -1.41 3.88 -3.37  0.000
H59 3.60 5.33 0.79  0.000
H60 3.52 2.78 6.61  0.000
H61 -3.75 4.42 5.21  0.000
H62 -2.74 -0.76 4.32  0.001
As4 5.51 3.78 -8.30  0.000
H63 1.17 -5.38 5.35  0.000
C48 4.04 -3.43 -1.13  0.001
C49 -4.37 -8.29 7.67  0.000
H64 -0.01 -0.40 9.42  0.000
O4 -0.24 -6.38 0.00  0.716
F12 2.57 -1.98 -4.00  0.000
N8 -3.50 -2.71 -5.43  0.000
O5 0.61 -1.82 6.24  0.000
C50 2.54 0.57 -2.42  0.000
H65 -4.53 -6.73 6.15  0.000
H66 0.93 -6.59 3.07  -0.005
H67 0.40 -2.08 1.50  0.007
C51 -4.50 -0.89 6.46  0.000
N9 2.32 4.75 2.29  0.000
H68 -2.63 -9.22 8.56  0.000
H69 -3.44 -5.15 4.87  0.000
H70 -4.01 -2.62 -8.25  0.000
C52 -5.32 -0.81 4.19  0.000
H71 3.13 3.49 -5.38  0.000
F13 0.74 -1.02 -5.60  0.000
F14 3.84 1.30 2.12  0.000
C53 -0.73 0.68 -0.87  0.001
H72 5.61 0.05 -8.96  0.000
C54 -6.27 8.82 2.64  0.000
H73 9.00 1.85 -6.86  0.000
F15 4.99 2.19 -7.68  0.000
N10 7.53 -0.39 -6.59  0.000
H74 -3.51 -4.33 -6.75  0.000
F16 -4.83 -0.35 0.06  0.000
F17 3.59 7.74 -0.80  0.000
H75 3.96 -6.05 -4.15  0.000
H76 -5.82 4.83 2.07  0.000
C55 -5.24 1.43 5.39  0.000
F18 3.66 2.81 0.04  0.000
C56 -5.22 2.52 -1.67  -0.001
H77 -3.34 10.17 2.25  0.000
H78 2.62 -6.90 -3.45  0.000
F19 4.43 0.43 -0.09  0.000
F20 4.78 6.58 -4.03  0.000
C57 -3.18 -1.35 -3.21  -0.001
H79 2.62 6.41 3.36  0.000
C58 7.45 0.95 -5.75  0.000
H80 4.07 4.35 -4.21  0.000
H81 -5.86 -1.65 -9.18  0.000
H82 -3.26 -6.51 7.25  0.000
C59 -5.03 6.04 0.43  0.001
C60 -3.44 -8.54 8.84  0.000
H83 -4.74 -9.24 7.26  0.000
F21 5.88 7.30 -1.97  0.000
H84 -1.05 -1.69 -3.29  0.000
H85 -2.68 0.03 -0.26  0.000
F22 -5.31 -2.68 -0.15  0.000
H86 -5.22 -7.88 8.22  0.000
H87 5.41 -1.99 0.86  0.000
O6 -0.16 -4.51 1.22  0.267
F23 1.18 -3.50 -5.54  0.000
F24 -7.84 -2.27 -0.37  0.000
F25 7.13 3.13 -8.86  0.000
H88 -3.13 -1.64 -2.16  0.000
H89 -1.43 -2.80 -5.87  0.000
H90 -5.06 -1.68 -6.40  0.000
H91 -6.37 -0.68 4.46  0.000
C61 -0.96 -5.95 5.73  0.001
H92 -7.15 9.12 3.19  0.000
H93 -4.14 -2.60 4.00  0.000
F26 5.34 3.31 1.86  0.000
H94 -2.41 0.64 5.39  -0.001
C62 3.89 -4.15 -2.30  0.000
C63 0.14 -1.33 0.76  -0.002
H95 1.17 1.75 3.33  0.000
C64 -2.86 -5.67 4.10  0.002
H96 -5.31 4.25 7.42  0.000
C65 2.75 -3.37 2.32  0.015
C66 3.78 3.35 -4.52  0.000
H97 -5.08 -2.90 6.70  0.000
C67 3.60 -4.07 0.09  0.001
C68 -3.92 8.15 1.29  -0.002
C69 3.22 1.33 -3.38  -0.001
F27 -1.67 1.92 -6.38  0.000
C70 8.00 2.91 -3.72  0.000
F28 6.29 0.97 1.71  0.000
H98 1.61 -0.86 9.17  0.000
H99 -3.72 -4.80 -5.08  0.000
H100 4.74 -1.97 5.79  0.000
H101 0.47 3.03 -1.30  0.000
C71 2.84 -2.71 3.55  0.003
N11 -4.56 0.02 5.25  0.000
H102 4.59 2.67 -4.76  0.000
C72 0.61 0.45 -0.83  0.001
H103 9.65 -1.18 -6.69  0.000
F29 -6.53 -1.51 1.62  0.000
F30 -1.99 4.44 -5.83  0.000
C73 6.20 -1.22 -6.42  0.000
H104 -3.65 2.28 6.59  0.000
C74 -5.46 3.67 0.36  0.001
H105 -1.47 -7.05 2.81  -0.004
H106 -0.48 2.01 5.50  0.000
H107 8.54 3.87 -5.51  0.000
As5 -6.37 -1.25 -0.12  0.000
C75 2.09 3.29 -2.82  0.000
H108 -1.11 1.52 -1.43  0.001
H109 1.18 0.47 10.32  0.000
H110 -4.35 6.93 -1.39  0.000
C76 5.92 -1.70 -7.79  0.000
H111 2.07 -0.86 -0.02  -0.001
H112 -6.47 3.63 6.32  0.000
F31 -6.34 -0.99 -1.93  0.000
H113 2.00 4.35 -3.01  0.000
H114 8.82 -1.22 -5.03  0.000
H115 -0.78 0.61 7.64  0.000
H116 7.69 0.87 -8.25  0.000
H117 -5.36 4.30 4.37  0.000
F32 4.13 8.72 -3.15  0.000
C77 3.01 -5.90 -3.65  0.000
H118 4.67 -0.37 5.09  0.000
H119 -4.93 1.71 7.56  0.000
C78 1.28 2.61 -1.88  0.000
H120 -5.40 2.79 -2.71  0.000
H121 1.58 3.05 1.26  0.001
C79 4.88 -1.68 2.81  0.000
As6 2.22 -2.03 -5.76  0.000
H122 -0.02 -2.25 6.82  0.000
C80 1.59 2.53 5.93  0.000
H123 4.10 0.94 -3.86  0.000
H124 8.49 -0.83 -8.43  0.000
H125 1.94 5.01 0.22  0.000
H126 -5.03 11.71 2.59  0.000
C81 2.27 4.65 4.67  0.000
C82 2.97 -5.31 0.03  -0.003
F33 6.14 4.16 -6.65  0.000
H127 -1.48 -5.19 6.31  0.000
F34 -1.21 1.52 -3.92  0.000
C83 1.55 2.76 3.41  -0.001
H128 6.61 1.51 -6.15  0.000
N12 3.96 -1.89 3.79  0.000
H129 -3.54 -0.76 -9.74  0.000
H130 9.83 3.19 -4.76  0.000
H131 -4.13 -3.31 -3.50  0.000
F35 3.16 -0.46 -6.02  0.000
H132 7.05 0.62 -4.79  0.000
C84 -4.71 4.82 -1.63  0.000
H133 0.09 -4.64 4.30  0.001
H134 -5.14 -2.10 -4.27  0.000
H135 -3.56 -0.70 -5.81  0.000
H136 8.10 3.87 -3.22  0.000
C85 -4.11 -2.35 -4.02  0.000
H137 -3.16 0.92 3.83  0.000
C86 -3.98 -1.56 -6.33  0.000
H138 3.15 -1.07 5.58  0.000
F36 4.96 3.34 -9.96  0.000